C6H8BeO6 | the ωB97M-V functional and the def2-TZVPD basis

Geometry (Å):
O  2.262  0.739  0.969
C  -0.001  -1.974  1.009
C  2.705  -0.157  0.022
O  -0.420  -2.877  1.686
O  1.135  -2.047  0.356
C  1.621  -1.045  -0.576
H  3.493  -0.822  0.430
H  3.160  0.348  -0.856
H  2.023  -1.626  -1.414
H  0.780  -0.447  -0.956
H  -2.368  2.507  -1.120
O  -0.551  0.195  1.844
O  -0.477  2.122  -0.386
C  -1.645  1.681  -0.958
C  -2.413  0.659  -0.132
O  -1.634  -0.567  0.022
C  -0.754  -0.638  0.966
H  -1.457  1.231  -1.955
H  -3.319  0.333  -0.653
H  -2.664  1.041  0.864
Be  0.523  1.346  0.836

Forces on the atoms, in the same order (eV/Å):
-3.67 1.44 0.21
-0.12 -0.58 0.47
0.14 -0.32 -0.66
0.00 0.76 -0.40
0.40 -0.13 -0.22
0.05 -0.01 -0.15
-0.27 0.26 0.04
-0.09 -0.08 0.19
-0.12 0.10 0.18
0.10 -0.02 0.05
0.32 -0.14 0.06
0.81 1.46 -0.52
2.49 -1.27 2.63
-0.53 -0.40 -0.18
-0.41 0.33 0.07
0.15 -0.06 -0.12
-0.41 -1.21 -0.06
-0.03 0.13 0.23
0.21 0.05 0.15
0.10 -0.11 -0.21
0.87 -0.22 -1.77

Its calculated total energy is -699.6542 Eh. Its HOMO energy is -9.53 eV. The spin multiplicity is 1. As for the relative energy (zero: lowest compared OMol25 entry of this formula, charge and spin): 0.0 kcal per mole. The calculation puts the LUMO energy at -0.1 eV.